Record 1
Below is 2 unconnected molecules or ions with the total composition C4H12O3, with properties calculated with ωB97M-V with the def2-TZVPD basis set.

Results
HOMO energy = -10.3 eV
max |F| = 4.49 eV Å⁻¹
calculated total energy = -10482.9742 eV
SMILES = OCCCCO.O

The geometry in XYZ format:
```
19
Properties=species:S:1:pos:R:3:forces:R:3:mulliken_charge:R:1
O -1.283 0.523 -4.072 -1.613 -0.709 1.571 -0.59
O -0.748 1.491 2.563 -0.213 0.198 -0.642 -0.51
O -0.188 -1.413 -1.911 -0.279 0.717 1.750 -0.52
C 0.834 -0.142 1.572 -2.563 0.044 1.898 -0.72
C -0.360 -0.810 -0.574 3.611 1.291 -2.338 -0.79
C 0.590 1.225 2.271 1.074 -0.062 -3.517 -0.52
C 1.031 -0.404 0.123 -1.623 1.696 -1.600 -0.10
H 1.192 1.132 3.088 0.714 0.086 3.121 0.40
H 0.072 -2.313 -1.737 0.219 -0.563 -0.212 0.28
H 1.556 -0.619 2.248 -0.104 -0.430 -0.674 0.39
H 1.487 0.484 -0.409 -0.072 -1.463 0.226 0.25
H -0.174 -0.635 1.675 0.994 -0.049 1.182 0.20
H -2.156 0.654 -4.461 0.245 0.386 -0.758 0.31
H -1.206 1.333 1.720 -0.113 0.276 0.597 0.32
H 1.546 -1.305 0.173 1.795 -1.365 -0.945 0.32
H -1.643 0.109 -3.237 1.421 0.286 -0.881 0.28
H 1.174 2.008 1.712 -1.091 -0.024 -0.044 0.23
H -0.892 -1.417 0.071 -1.296 -1.333 1.183 0.50
H -0.835 0.100 -0.814 -1.105 1.018 0.085 0.28
```
Positions in Å, forces in eV/Å.



Record 2
Below is 3 unconnected molecules or ions with the total composition C4H12O3, with properties calculated with ωB97M-V with the def2-TZVPD basis set.

Results
HOMO energy = -10.0 eV
max |F| = 2.24 eV Å⁻¹
calculated total energy = -10484.1391 eV
SMILES = CCCC=O.O.O

The geometry in XYZ format:
```
19
Properties=species:S:1:pos:R:3:forces:R:3:mulliken_charge:R:1
O 5.529 0.411 1.608 -0.132 0.027 0.061 -0.63
O -3.556 1.112 0.702 -0.705 -0.198 -0.184 -0.47
O -0.114 -1.828 -6.810 -0.384 0.745 -0.305 -0.64
C -1.241 1.229 1.283 0.327 -0.203 -2.203 -0.64
C -2.713 1.486 1.457 1.340 0.240 0.649 0.03
C -0.105 -0.954 1.203 0.282 0.074 -0.847 -1.23
C -0.903 0.026 0.318 -1.149 0.140 1.693 -0.30
H -1.881 -0.423 0.112 0.183 -0.152 -0.057 0.25
H 0.812 -0.522 1.618 -0.148 0.155 -0.075 0.29
H -0.777 -1.174 2.025 0.124 -0.314 0.256 0.35
H 4.603 0.541 1.400 -0.237 -0.013 -0.438 0.31
H 0.200 -1.883 0.719 -0.230 -0.015 -0.091 0.34
H 5.512 0.530 2.558 0.369 -0.016 0.376 0.32
H -0.642 1.189 2.188 -0.321 0.075 0.296 0.40
H -0.949 2.153 0.759 0.159 0.100 0.266 0.28
H -0.571 0.339 -0.665 0.800 0.007 0.161 0.39
H -0.770 -1.810 -6.106 0.171 -0.214 0.017 0.32
H 0.447 -2.582 -6.681 0.213 -0.530 0.289 0.32
H -2.883 2.162 2.311 -0.659 0.092 0.136 0.33
```
Positions in Å, forces in eV/Å.



no.,orbital gap (eV)
1,10.89
2,10.49